No. 1
{"formula": "C24H27N3O4", "method": "wB97M-V/def2-TZVPD", "symbols": ["C", "C", "C", "O", "N", "C", "C", "C", "C", "C", "C", "C", "C", "C", "C", "O", "C", "C", "C", "H", "H", "H", "H", "H", "H", "H", "H", "H", "H", "H", "H", "H", "C", "N", "C", "O", "C", "C", "C", "C", "N", "C", "C", "O", "H", "H", "H", "H", "H", "H", "H", "H", "H", "H", "H", "H", "H", "H"], "coordinates": [[1.996997, -0.442485, -2.942302], [1.547335, -0.949200, -1.566776], [1.581662, 0.106985, -0.454766], [1.666798, 1.284548, -0.794183], [1.585022, -0.242806, 0.899469], [1.272930, -1.510594, 1.445542], [0.790412, -2.729395, 0.928679], [0.591691, -3.833221, 1.768885], [0.853374, -3.734558, 3.140303], [1.308052, -2.526434, 3.678725], [1.504280, -1.443012, 2.817780], [1.951308, -0.109544, 3.131349], [2.328552, 0.431416, 4.364204], [2.761976, 1.767268, 4.418065], [3.193160, 2.345932, 5.696544], [3.685621, 3.466908, 5.773928], [2.788265, 2.523354, 3.230352], [2.400014, 1.954928, 2.009592], [1.978383, 0.616679, 1.949152], [1.961780, -1.256813, -3.672480], [3.021945, -0.061223, -2.893875], [1.341853, 0.361676, -3.291150], [0.531602, -1.336115, -1.649090], [2.210082, -1.770895, -1.283398], [0.551741, -2.860701, -0.118422], [0.231036, -4.770647, 1.354261], [0.698461, -4.592910, 3.787471], [1.501192, -2.434527, 4.742570], [2.297925, -0.182286, 5.259324], [3.099605, 1.753471, 6.601396], [3.123388, 3.558629, 3.251902], [2.445614, 2.563692, 1.112968], [-3.940495, -1.910155, 0.549701], [-2.957918, -0.955453, 0.039419], [-3.099019, -0.260444, -1.096928], [-4.109085, -0.326062, -1.794668], [-1.945037, 0.680729, -1.471467], [-2.161045, 2.092503, -0.912895], [-1.543892, 2.997209, -1.978649], [-1.856720, 2.247849, -3.269704], [-1.774311, 0.840545, -2.916104], [-1.500577, -0.177167, -3.753325], [-1.404993, 0.101088, -5.243114], [-1.297323, -1.321085, -3.357373], [-4.950938, -1.574472, 0.305320], [-3.777710, -2.885388, 0.087984], [-3.847671, -2.003093, 1.632444], [-2.104769, -0.835641, 0.561632], [-1.021920, 0.283457, -1.060178], [-3.228573, 2.305959, -0.833160], [-1.673211, 2.220539, 0.054064], [-1.984966, 3.994085, -1.973922], [-0.463187, 3.051055, -1.837372], [-2.871556, 2.479501, -3.595462], [-1.137442, 2.521681, -4.041766], [-0.543435, 0.734491, -5.440461], [-2.316334, 0.593520, -5.577217], [-1.289928, -0.843372, -5.772822]], "atomic_forces_ev_per_a": [[-0.1, 0.4, 0.3], [0.3, -0.3, 0.5], [0.4, 1.5, -1.6], [-0.1, -0.9, 0.9], [-0.2, -0.1, -0.9], [-0.1, -1.0, 0.5], [-0.1, 0.0, -0.4], [0.3, 0.8, 0.2], [0.2, 0.4, 0.2], [-0.3, -0.5, -0.7], [0.0, -0.4, 0.9], [0.1, -0.2, 1.0], [0.1, 0.7, -0.5], [-0.5, -0.9, -0.5], [1.0, 2.0, -0.4], [-0.6, -1.2, 0.0], [-0.2, -0.7, -0.5], [0.2, 0.5, -0.3], [0.3, 0.6, 0.5], [-0.1, 0.1, 0.2], [-0.2, 0.0, 0.0], [0.2, -0.1, 0.0], [-0.1, -0.2, 0.0], [-0.2, -0.1, 0.2], [0.1, 0.1, 0.0], [0.1, 0.2, 0.0], [0.0, 0.1, -0.1], [0.0, 0.0, -0.1], [0.0, 0.1, 0.0], [-0.2, -0.5, 0.3], [-0.1, -0.3, 0.1], [-0.1, -0.2, 0.1], [0.0, 0.2, -0.3], [0.3, -0.1, 0.9], [-1.1, 0.1, -1.4], [0.7, 0.1, 0.5], [0.2, -0.7, 0.2], [0.0, 0.2, -0.3], [-0.1, -0.3, 0.0], [0.0, 0.4, -0.3], [-0.1, 0.6, 0.6], [0.4, -1.0, -0.4], [-0.2, 0.2, 0.4], [-0.1, 0.2, 0.5], [0.2, 0.0, 0.0], [-0.1, 0.0, 0.1], [0.1, 0.1, -0.1], [0.0, -0.1, -0.1], [0.2, -0.2, 0.1], [0.0, -0.1, 0.1], [-0.2, -0.1, 0.0], [0.2, 0.0, 0.0], [0.0, 0.1, 0.0], [0.0, 0.1, -0.2], [-0.2, -0.2, -0.2], [0.0, 0.2, -0.2], [0.0, 0.2, -0.2], [0.0, 0.1, 0.2]], "smiles": "CCC(=O)n1c2ccccc2c2cc(C=O)ccc21.CNC(=O)[C@@H]1CCCN1C(C)=O", "total_charge": 0, "lumo_energy_ev": -0.10, "homo_ha": -0.3281, "de_lowest_ev": 0.147}

No. 2
{"formula": "C3HN2O2", "method": "wB97M-V/def2-TZVPD", "symbols": ["C", "C", "C", "N", "N", "O", "O", "H"], "coordinates": [[-2.612428, -0.170034, 0.005168], [-0.220300, 1.016890, -0.002414], [0.774990, -1.297086, -0.004310], [-1.386862, 0.396275, 0.006083], [0.931830, -0.058147, -0.008926], [0.540883, -2.394654, 0.002104], [0.111187, 2.128492, -0.002197], [1.860701, 0.378265, 0.004488]], "atomic_forces_ev_per_a": [[8.8, 4.2, 0.0], [0.7, -0.4, 0.0], [-0.2, -0.5, 0.0], [-9.8, -4.7, 0.0], [0.5, 1.9, 0.0], [0.0, -0.6, 0.0], [0.2, 0.5, 0.0], [-0.1, -0.3, 0.0]], "total_charge": 1, "lumo_energy_ev": -6.23, "homo_ha": -0.6520, "de_lowest_ev": 2.095}

No. 3
{"formula": "C5H11N3", "method": "wB97M-V/def2-TZVPD", "symbols": ["C", "C", "C", "N", "C", "C", "N", "N", "H", "H", "H", "H", "H", "H", "H", "H", "H", "H", "H"], "coordinates": [[0.546246, 0.340770, -1.557396], [-0.940394, 1.689157, -0.225292], [1.431831, -0.131096, 1.531448], [-0.399953, 0.366488, -0.465890], [0.180271, -0.769159, 1.052837], [-0.717196, -2.012724, 0.183762], [-0.655476, -1.528521, 1.594271], [-1.520398, -1.476457, -0.711519], [-2.173281, -0.838896, -0.260117], [-0.135754, -2.894983, -0.061229], [0.101544, 0.712621, -2.488351], [0.887361, -0.685067, -1.719173], [1.428515, 0.963058, -1.340238], [-0.156155, 2.409372, 0.053583], [-1.671408, 1.645656, 0.586536], [-1.440522, 2.087583, -1.118052], [1.798903, -0.635767, 2.427310], [1.230255, 0.918911, 1.754843], [2.205610, -0.160946, 0.762667]], "atomic_forces_ev_per_a": [[0.2, 0.1, 0.4], [0.5, 0.0, 0.4], [0.1, -0.1, 0.1], [0.0, -0.6, 0.1], [-0.1, 1.7, 0.3], [-1.8, -0.1, -1.3], [0.6, 0.1, -0.8], [0.4, -1.2, 1.0], [0.1, -0.1, -0.1], [0.2, 0.2, 0.0], [0.0, 0.0, 0.1], [-0.1, 0.0, 0.0], [0.1, 0.0, -0.1], [-0.1, 0.1, 0.0], [0.0, 0.0, 0.0], [0.1, -0.2, 0.0], [-0.1, 0.0, 0.0], [0.0, 0.0, -0.1], [-0.1, 0.0, 0.0]], "total_charge": 0, "lumo_energy_ev": [-0.31, -0.31], "homo_ha": [-0.2886, -0.2890], "de_lowest_ev": 6.001}

No. 4
{"formula": "C4H3N3O", "method": "wB97M-V/def2-TZVPD", "symbols": ["O", "C", "C", "C", "N", "C", "N", "N", "H", "H", "H"], "coordinates": [[2.127615, 0.303241, -1.005100], [0.835764, 0.327240, -0.972850], [-0.305796, -0.434390, -1.376252], [-0.950993, -0.975633, -0.218939], [-0.432631, -0.616989, 1.123184], [-0.007868, 0.481824, 1.648687], [0.196955, 1.640811, 0.861708], [0.399663, 1.484817, -0.331402], [-0.159670, -1.148616, -2.213858], [-1.814866, -1.644587, -0.224197], [0.111826, 0.582280, 2.709018]], "atomic_forces_ev_per_a": [[-5.3, -1.1, -0.9], [5.7, 1.6, 1.5], [-0.4, -4.6, 1.9], [2.9, 3.4, 0.2], [-2.1, -0.5, -1.0], [0.0, -1.4, -2.6], [-1.2, 0.7, 1.4], [0.3, 1.0, -0.7], [-0.9, 1.0, -0.1], [0.6, 0.1, 0.1], [0.4, -0.1, 0.4]], "smiles": "O=c1ccncnn1", "total_charge": 0, "lumo_energy_ev": -1.20, "homo_ha": -0.3431, "de_lowest_ev": 3.957}